An isolated ion of composition C4H12NP2 and charge +1 in a non-equilibrium geometry. Source: the Open Molecules 2025 dataset; level of theory: ωB97M-V/def2-TZVPD.

Values from the calculation:
- HOMO level (Eh) = -0.4974
- lowest unoccupied orbital energy (eV) = -4.070
- net charge = +1
- gap between HOMO and LUMO (eV) = 9.47
- 2S+1 = 1
- energy relative to the best compared isomer or geometry (same formula, charge and spin) (kcal/mol) = 40.44

Geometry (Å):
1 C 2.4353 1.4313 1.1812
2 P 0.8085 1.3521 1.5337
3 C -0.0900 0.2685 0.0243
4 C -1.4501 0.8234 -0.2557
5 P 1.0202 0.4214 -1.4852
6 N -0.3214 -1.1304 0.6637
7 C -0.8603 -2.0640 -0.2354
8 H 2.8794 2.0390 1.9369
9 H 3.2009 1.0461 0.4902
10 H -2.0918 0.2509 0.3879
11 H -1.8450 0.8052 -1.3283
12 H -1.4941 1.8309 0.1678
13 H 0.1030 0.2607 -2.3823
14 H 0.8900 1.8474 -1.4734
15 H -0.9549 -0.8685 1.4154
16 H 0.6704 -1.2972 0.9512
17 H -0.1610 -2.2900 -1.1295
18 H -0.9432 -3.0211 0.2110
19 H -1.7959 -1.7060 -0.6736

Forces on the atoms, in the same order (eV/Å):
-0.53 -0.55 -0.07
-0.09 -0.66 -1.52
1.13 1.14 0.31
-0.83 0.73 -0.31
2.70 0.30 2.52
3.09 3.03 -0.27
0.35 -1.96 -3.64
0.50 0.48 0.63
-0.91 0.04 -0.03
-1.21 -0.03 0.08
0.72 -0.02 1.56
-0.21 0.15 -0.54
-2.47 -0.53 -2.35
0.06 -0.49 0.04
0.28 -0.70 0.61
-1.26 -0.78 0.46
-0.81 0.86 1.47
-0.59 -0.84 0.67
0.09 -0.17 0.38

***

C7H30N2O11 as an isolated structure in a non-equilibrium geometry. Source: the Open Molecules 2025 dataset; level of theory: ωB97M-V/def2-TZVPD.

Values from the calculation:
- HOMO level (Eh) = -0.3120
- lowest unoccupied orbital energy (eV) = 0.077
- gap between HOMO and LUMO (eV) = 8.57
- 2S+1 = 1
- energy relative to the best compared isomer or geometry (same formula, charge and spin) (kcal/mol) = 332.33

Geometry (Å):
1 C -7.6405 -13.7487 -13.7166
2 O -6.8085 -13.7699 -12.7867
3 N -8.0889 -14.7940 -14.2828
4 N -8.2013 -12.7335 -14.2292
5 H -7.5139 -15.5505 -13.9404
6 H -9.0400 -14.7636 -14.6213
7 H -7.6095 -11.9277 -14.0858
8 H -8.9887 -12.8700 -14.8469
9 C -8.9824 -15.0665 -16.2912
10 C -10.0603 -14.1009 -16.8462
11 O -11.3440 -14.5572 -16.6259
12 O -8.7536 -16.0127 -17.3318
13 H -9.2683 -15.6881 -15.4427
14 H -8.0578 -14.5272 -16.0852
15 H -9.8909 -13.8615 -17.8960
16 H -9.9113 -13.1187 -16.3975
17 H -11.9198 -14.6437 -17.3892
18 H -7.7943 -16.0413 -17.3558
19 C -5.5757 -16.2624 -11.7261
20 C -6.7996 -16.3707 -12.6594
21 O -6.6376 -17.4832 -13.5560
22 O -4.6684 -15.4416 -12.4572
23 H -4.9462 -17.1508 -11.6758
24 H -5.7244 -15.7348 -10.7840
25 H -6.8866 -15.5002 -13.3096
26 H -7.7418 -16.2877 -12.1176
27 H -7.4287 -17.9389 -13.2594
28 H -3.9250 -15.2903 -11.8690
29 C -9.6371 -18.3330 -17.6785
30 C -9.5040 -17.4615 -18.8531
31 O -10.6151 -16.5979 -19.0736
32 O -10.0568 -17.6111 -16.4895
33 H -8.6788 -18.8099 -17.4730
34 H -10.2794 -19.2035 -17.8114
35 H -9.3612 -18.0873 -19.7340
36 H -8.5848 -16.8993 -18.6889
37 H -10.6715 -16.0083 -18.3181
38 H -9.6907 -16.7278 -16.4035
39 O -9.5089 -16.9008 -14.1460
40 H -8.9906 -16.8582 -13.3424
41 H -8.9310 -17.3221 -14.7822
42 O -8.1630 -18.3035 -12.7428
43 H -8.3638 -19.0696 -13.2803
44 H -8.2212 -18.6207 -11.8416
45 O -8.7250 -18.6112 -15.3626
46 H -9.5932 -18.4527 -15.7331
47 H -8.4809 -19.4785 -15.6859
48 O -11.5406 -17.9366 -13.6788
49 H -11.0551 -18.7241 -13.9246
50 H -11.0892 -17.2250 -14.1326

Forces on the atoms, in the same order (eV/Å):
2.75 -0.58 4.31
-0.22 1.83 -0.94
-1.14 -2.11 0.91
-1.12 6.23 -0.87
-3.31 -1.55 -2.79
1.12 0.05 1.98
-1.11 0.82 -0.33
0.63 0.97 -0.01
-1.10 1.14 -4.19
1.02 0.69 0.19
-1.13 -0.74 0.78
2.67 3.46 0.55
-0.84 0.30 -1.13
-0.51 -0.23 -0.85
0.38 -0.50 -0.22
-0.33 0.24 0.42
0.28 0.26 -0.19
0.27 -0.46 -0.28
0.62 1.16 -1.35
2.96 -1.10 -0.30
6.95 5.79 -2.87
0.80 0.80 -0.42
-1.23 -0.95 0.75
-0.61 -0.52 0.29
4.53 -0.87 4.36
-0.20 -0.58 0.39
4.59 1.17 -2.95
0.19 0.15 -0.18
-0.37 -0.25 0.96
0.18 -0.13 -1.98
0.32 -0.52 -0.40
-5.96 0.05 -4.06
0.34 0.40 -0.25
-0.76 0.45 0.05
-0.38 -0.01 -0.19
-0.50 -0.81 -1.80
0.06 -0.15 0.11
-0.16 -1.16 -0.60
-0.25 2.90 0.54
-0.62 0.18 -0.02
0.81 -0.15 0.50
-11.92 -8.18 7.92
-0.78 -0.47 -0.71
0.15 0.10 0.62
5.67 -6.04 3.14
-1.59 0.11 0.28
0.78 -0.18 0.16
-2.16 -0.97 0.67
0.07 0.03 -0.07
0.15 -0.08 0.07

***

A 2-piece molecular cluster, C3H12NO overall in a non-equilibrium geometry. Source: the Open Molecules 2025 dataset; level of theory: ωB97M-V/def2-TZVPD.

Values from the calculation:
- HOMO level (Eh) = -0.5537
- lowest unoccupied orbital energy (eV) = -3.313
- net charge = +1
- gap between HOMO and LUMO (eV) = 11.75
- 2S+1 = 1
- energy relative to the best compared isomer or geometry (same formula, charge and spin) (kcal/mol) = 54.01

Geometry (Å):
1 C -1.7001 1.4985 1.0508
2 O -0.2132 1.6509 0.6158
3 H -2.1577 1.7183 -0.0066
4 H -1.8514 2.3087 1.8261
5 H -1.8988 0.4658 1.3224
6 H -0.0634 2.4743 1.1825
7 C -0.1680 -1.9873 -0.0735
8 C 0.8833 -1.4071 -1.0743
9 N 1.2374 -0.0365 -0.6679
10 H -0.6519 -2.8965 -0.5241
11 H -0.9152 -1.1015 -0.0121
12 H -0.0742 -2.2384 1.0105
13 H 0.6570 -1.3987 -2.1146
14 H 1.8098 -2.0326 -0.9883
15 H 1.3439 0.1079 0.3690
16 H 2.2102 0.3186 -1.0341
17 H 0.5441 0.6984 -0.7002

Forces on the atoms, in the same order (eV/Å):
1.08 1.44 -3.21
-1.61 1.82 2.97
-0.07 -0.24 2.55
-0.42 -1.38 -0.94
0.05 0.25 0.44
0.69 -1.63 -1.60
-2.58 1.38 -1.01
1.67 -2.10 2.57
3.74 1.39 1.32
0.26 1.12 0.27
0.40 -1.79 -0.27
1.45 0.31 -0.95
-0.90 -0.04 -0.56
-0.55 0.73 -0.14
0.15 -1.04 -0.67
-2.48 -0.80 0.34
-0.87 0.58 -1.11

***

One molecule with the formula CH4N2 in a non-equilibrium geometry. Source: the Open Molecules 2025 dataset; level of theory: ωB97M-V/def2-TZVPD.

Values from the calculation:
- HOMO level (Eh) = -0.3370
- lowest unoccupied orbital energy (eV) = 1.090
- gap between HOMO and LUMO (eV) = 10.26
- 2S+1 = 1
- energy relative to the best compared isomer or geometry (same formula, charge and spin) (kcal/mol) = 28.49

Geometry (Å):
1 H -1.5644 1.0457 -0.7822
2 N -1.0300 0.2101 -0.6244
3 C -0.0436 0.3850 0.1489
4 N 0.9014 -0.5503 0.3829
5 H 0.0292 1.2066 0.8494
6 H 1.0186 -1.4035 -0.1431
7 H 1.6948 -0.5350 0.9991

Forces on the atoms, in the same order (eV/Å):
-0.31 0.29 0.43
0.54 -0.53 -0.98
-0.55 -0.06 0.91
1.39 -1.80 -0.13
0.32 0.65 -0.10
-0.96 0.26 -0.57
-0.43 1.20 0.44